The following is a DFT calculation (wB97M-V/def2-TZVPD) of a structure of composition C36H43Cl2F3N3O2RuSb2.

Last column: Löwdin charge in e.
Geometry (Å):
Ru -0.668 -1.673 -0.442  0.72
C 2.686 -0.898 -2.498  -0.27
Sb 1.827 -0.678 -0.499  1.33
C 2.650 1.321 -0.291  -0.32
C 3.427 -1.872 0.363  -0.29
C 3.719 -1.548 1.837  -0.25
C 4.905 -0.849 2.100  -0.05
C 5.156 -0.567 3.430  -0.08
C 4.348 -1.031 4.483  -0.09
C 3.166 -1.607 4.202  -0.10
C 2.836 -1.942 2.894  -0.28
C 1.695 -2.941 2.714  -0.23
Sb -0.177 -1.790 2.109  1.30
C 0.039 0.238 2.991  -0.24
C -1.549 -2.888 3.333  -0.32
H 2.671 -1.897 -2.865  -0.01
H 3.740 -0.599 -2.509  0.01
H 2.154 -0.232 -3.130  -0.02
H 3.758 1.207 -0.485  0.03
H 2.360 1.690 0.728  0.01
H 2.235 1.955 -1.077  -0.02
H 4.232 -1.679 -0.300  0.04
H 3.060 -2.875 0.175  0.03
H 5.430 -0.353 1.300  0.11
H 5.964 0.092 3.653  0.09
H 4.575 -0.768 5.536  0.12
H 2.422 -1.698 5.021  0.13
H 1.419 -3.442 3.619  0.05
H 1.807 -3.666 1.915  0.01
H -0.547 0.214 3.901  0.00
H -0.329 0.878 2.215  -0.05
H 1.094 0.481 3.242  0.02
H -1.487 -2.511 4.360  0.01
H -1.360 -3.958 3.444  0.02
H -2.524 -2.644 3.004  -0.04
Cl 3.124 5.076 -0.275  0.75
C 1.635 5.702 0.371  -0.55
C 1.788 6.657 1.406  -0.12
C 0.777 7.092 2.219  -0.05
C -0.518 6.516 2.122  -0.06
C -0.665 5.438 1.235  -0.56
Cl -2.172 4.624 1.107  0.77
C 0.375 5.039 0.297  -0.24
N 0.075 3.986 -0.585  0.16
C -0.048 4.064 -1.989  -0.09
C 0.811 4.999 -2.695  0.02
C 0.681 5.184 -4.034  -0.04
C -0.127 4.335 -4.778  -0.02
C -0.934 3.399 -4.149  0.00
C -0.937 3.267 -2.770  -0.10
C -1.841 2.220 -2.128  -0.02
C -1.146 1.121 -1.236  -0.66
O -0.930 1.396 -0.025  -0.09
O -0.921 0.042 -1.818  -0.15
H 2.802 7.071 1.468  0.11
H 0.969 7.937 2.913  0.13
H -1.348 6.813 2.730  0.11
H -0.364 3.161 -0.132  0.09
H 1.528 5.521 -2.158  0.04
H 1.220 5.995 -4.575  0.14
H -0.227 4.394 -5.841  0.12
H -1.564 2.719 -4.746  0.14
H -2.308 1.700 -2.945  0.10
H -2.699 2.607 -1.544  0.13
C 0.191 -4.978 -2.602  -0.05
C -0.254 -4.590 -1.141  -0.67
C 0.966 -4.958 -0.337  -0.08
C -1.497 -5.319 -0.625  -0.04
N -0.538 -3.140 -1.207  -0.22
H 0.273 -6.057 -2.726  0.09
H 1.107 -4.497 -2.872  0.06
H -0.515 -4.546 -3.326  0.08
H 1.176 -6.038 -0.155  0.11
H 0.823 -4.492 0.667  0.04
H 1.886 -4.556 -0.738  0.06
H -1.485 -6.337 -0.933  0.07
H -2.407 -4.886 -1.100  0.08
H -1.627 -5.264 0.461  0.08
F -7.517 -2.299 -1.715  0.13
C -6.947 -1.418 -0.829  -0.46
F -7.526 -1.604 0.425  0.10
F -7.346 -0.146 -1.254  0.10
C -5.443 -1.465 -0.747  -0.09
C -4.856 -1.089 0.496  0.01
C -3.519 -0.989 0.583  -0.10
N -2.722 -1.468 -0.440  -0.10
C -3.255 -1.891 -1.604  -0.11
C -4.630 -1.797 -1.824  0.03
H -5.500 -0.898 1.353  0.13
H -2.983 -0.679 1.483  0.10
H -2.592 -2.235 -2.373  0.10
H -5.034 -1.906 -2.839  0.14

Output
spin multiplicity	5
HOMO energy (spin up / spin down)	-7.525 / -9.811	eV
total charge	+1
DFT total energy	-95438.175	eV


The following is a DFT calculation (wB97M-V/def2-TZVPD) of a structure of composition C36H44Cl5IN2O5Si4Sn.

Last column: Löwdin charge in e.
Geometry (Å):
Sn -0.248 0.908 0.165  1.13
C 2.568 2.523 3.313  -0.01
C 1.732 1.456 3.953  -0.25
N 1.626 1.456 5.258  0.10
C 0.859 0.514 5.844  -0.14
C 0.168 -0.438 5.144  -0.19
C -0.653 -1.436 5.910  -0.23
O -0.190 -2.782 5.759  -0.07
C 0.282 -0.483 3.732  -0.07
C -0.515 -1.458 3.006  -0.09
N -0.296 -1.870 1.817  0.05
C -1.280 -2.648 1.214  -0.37
C -2.630 -2.276 1.266  -0.04
C -3.600 -3.009 0.605  -0.10
C -3.248 -4.126 -0.135  -0.11
C -1.913 -4.502 -0.217  -0.17
C -0.945 -3.763 0.444  -0.65
I 1.054 -4.344 0.306  0.89
C 1.089 0.487 3.088  -0.32
O 1.288 0.579 1.824  -0.27
H 2.718 3.337 4.020  0.08
H 3.541 2.126 3.015  0.07
H 2.096 2.890 2.401  0.06
H 0.800 0.549 6.928  0.09
H -0.634 -1.161 6.970  0.10
H -1.699 -1.431 5.591  0.11
H 0.714 -2.733 5.431  0.09
H -1.376 -1.863 3.553  0.12
H -2.887 -1.361 1.784  0.11
H -4.631 -2.677 0.632  0.10
H -3.998 -4.683 -0.682  0.09
H -1.621 -5.363 -0.803  0.08
Cl -7.288 1.766 -3.462  0.59
C -5.633 1.853 -2.952  -0.74
C -4.853 0.702 -2.851  -0.71
Cl -5.562 -0.834 -3.241  0.62
C -3.533 0.765 -2.448  -0.60
Cl -2.574 -0.668 -2.376  0.70
C -2.881 1.995 -2.104  -0.52
O -1.683 2.070 -1.729  -0.24
C -3.725 3.150 -2.228  -0.61
Cl -3.010 4.667 -1.816  0.69
C -5.043 3.076 -2.636  -0.71
Cl -5.991 4.524 -2.757  0.62
O 0.194 3.013 0.572  -0.24
C -0.251 3.419 1.709  -0.63
O -0.835 2.731 2.539  0.01
C 0.088 4.856 2.040  -0.12
C -0.026 5.289 3.356  -0.02
C 0.292 6.597 3.690  -0.10
C 0.715 7.482 2.705  -0.11
C 0.825 7.051 1.390  -0.09
C 0.520 5.739 1.059  -0.02
H -0.360 4.577 4.100  0.12
H 0.211 6.928 4.719  0.09
H 0.960 8.505 2.964  0.09
H 1.154 7.738 0.619  0.09
H 0.609 5.384 0.041  0.10
C 5.367 0.731 -2.045  -0.23
Si 3.925 0.119 -0.972  0.33
C 4.388 0.594 0.791  -0.22
C 3.981 -1.768 -1.051  -0.23
Si 1.837 0.952 -1.616  0.35
Si 1.404 -0.197 -3.608  0.32
C 2.932 -0.433 -4.711  -0.23
C 0.793 -1.955 -3.279  -0.23
C 0.127 0.714 -4.652  -0.22
Si 2.295 3.154 -2.268  0.33
C 3.258 4.010 -0.885  -0.22
C 0.736 4.139 -2.628  -0.23
C 3.346 3.310 -3.842  -0.23
H 6.295 0.247 -1.723  0.02
H 5.497 1.810 -1.939  0.01
H 5.218 0.514 -3.105  0.00
H 5.330 0.122 1.086  0.03
H 3.599 0.294 1.480  0.01
H 4.503 1.678 0.876  0.01
H 4.980 -2.128 -0.783  0.02
H 3.740 -2.143 -2.048  0.00
H 3.260 -2.194 -0.351  -0.03
H 3.674 -1.069 -4.222  0.01
H 3.412 0.517 -4.952  0.01
H 2.642 -0.918 -5.649  0.02
H 1.557 -2.547 -2.770  -0.01
H 0.546 -2.453 -4.223  0.03
H -0.096 -1.962 -2.652  -0.02
H 0.539 1.659 -5.016  0.01
H -0.752 0.948 -4.053  0.00
H -0.177 0.118 -5.519  0.02
H 2.714 3.904 0.055  0.01
H 3.394 5.078 -1.088  0.02
H 4.247 3.563 -0.758  0.01
H 0.013 4.040 -1.821  -0.02
H 0.244 3.769 -3.529  0.02
H 0.978 5.198 -2.778  0.03
H 4.291 2.767 -3.779  0.00
H 3.568 4.365 -4.034  0.02
H 2.794 2.926 -4.703  0.01

Output
HOMO energy	-1.852	eV
energy relative to the best compared isomer or geometry (same formula, charge and spin)	5.7	kcal/mol
total charge	-2
DFT total energy	-159326.440	eV


The following is a DFT calculation (wB97M-V/def2-TZVPD) of a structure of composition C36H44ClN4OV.

Last column: Löwdin charge in e.
Geometry (Å):
V -6.145 -19.589 1.770  0.71
C -5.593 -18.850 10.538  -0.09
C -4.600 -19.208 9.621  -0.10
C -4.532 -18.598 8.376  -0.11
C -5.401 -17.559 8.025  -0.12
C -6.300 -17.129 8.951  -0.12
C -6.410 -17.781 10.178  -0.10
H -5.705 -19.386 11.482  0.11
H -3.816 -19.915 9.881  0.10
H -3.744 -18.925 7.654  0.11
H -5.434 -17.234 6.943  0.12
H -6.974 -16.295 8.766  0.10
H -7.208 -17.556 10.914  0.11
C -4.819 -19.055 -5.189  -0.03
C -4.952 -20.422 -4.484  -0.56
C -3.647 -21.206 -4.609  -0.07
C -6.085 -21.285 -5.057  -0.06
C -5.257 -20.160 -2.987  -0.12
C -6.579 -20.001 -2.503  0.01
C -6.850 -19.750 -1.181  -0.09
N -5.903 -19.679 -0.230  -0.01
C -4.598 -19.878 -0.643  -0.16
C -4.270 -20.070 -1.998  0.06
C -3.608 -19.946 0.394  -0.16
C -2.308 -20.427 0.160  0.07
C -1.392 -20.453 1.214  -0.13
C -1.899 -20.035 2.497  0.05
C -3.243 -19.659 2.622  -0.08
N -4.130 -19.688 1.639  0.00
C 0.063 -20.571 0.980  -0.61
C 0.728 -21.251 2.148  -0.05
C 0.489 -21.345 -0.268  -0.05
C 0.597 -19.186 0.795  -0.05
H -4.557 -19.222 -6.244  0.10
H -4.040 -18.479 -4.657  0.09
H -5.738 -18.494 -5.120  0.08
H -3.651 -21.759 -5.564  0.09
H -3.594 -22.033 -3.828  0.11
H -2.719 -20.613 -4.639  0.09
H -5.893 -21.531 -6.113  0.09
H -7.062 -20.741 -4.976  0.08
H -6.189 -22.278 -4.531  0.11
H -7.445 -20.104 -3.117  0.10
H -7.877 -19.504 -0.889  0.12
H -3.207 -20.056 -2.200  0.11
H -1.997 -20.796 -0.798  0.10
H -1.282 -20.183 3.384  0.11
H -3.515 -19.365 3.641  0.13
H 0.372 -22.289 2.240  0.11
H 0.606 -20.760 3.126  0.09
H 1.772 -21.333 1.931  0.08
H 0.292 -22.408 -0.220  0.09
H 1.611 -21.177 -0.410  0.12
H 0.018 -20.937 -1.196  0.09
H 0.364 -18.559 1.671  0.10
H 0.120 -18.626 -0.002  0.09
H 1.657 -19.102 0.547  0.10
C -8.841 -14.461 0.767  -0.01
N -7.820 -15.007 1.634  -0.08
N -7.710 -16.437 1.826  0.08
C -6.444 -16.602 2.364  -0.36
O -6.002 -17.767 2.687  -0.11
C -5.778 -15.370 2.608  0.09
C -6.671 -14.427 2.086  -0.21
C -6.602 -12.904 2.096  0.01
C -8.767 -17.151 2.467  -0.17
C -8.862 -18.518 2.295  -0.04
C -9.939 -19.204 2.849  -0.06
C -10.882 -18.530 3.647  -0.05
C -10.719 -17.155 3.894  -0.09
C -9.695 -16.474 3.335  -0.01
H -8.349 -13.707 0.089  0.11
H -9.648 -13.935 1.297  0.09
H -9.335 -15.320 0.229  0.12
H -4.903 -15.184 3.206  0.12
H -5.962 -12.622 2.922  0.09
H -7.590 -12.504 2.273  0.08
H -6.172 -12.495 1.159  0.10
H -8.057 -19.028 1.681  0.07
H -10.082 -20.271 2.732  0.11
H -11.785 -19.087 4.007  0.13
H -11.507 -16.668 4.501  0.13
H -9.595 -15.430 3.612  0.12
Cl -6.044 -22.408 2.930  0.42
C -6.552 -20.716 3.374  -0.72
H -5.991 -20.414 4.265  0.00
H -7.636 -20.829 3.592  -0.01

Output
spin multiplicity	4
HOMO energy (spin up / spin down)	-8.676 / -10.410	eV
energy relative to the best compared isomer or geometry (same formula, charge and spin)	0.0	kcal/mol
total charge	+1
DFT total energy	-84257.099	eV


The following is a DFT calculation (wB97M-V/def2-TZVPD) of a cluster of 5 separate species, C36H45F4N2O in total.

Last column: Löwdin charge in e.
Geometry (Å):
C -5.721 -0.281 3.492  -0.15
C -6.736 -0.488 2.207  -0.20
C -5.990 -0.285 0.747  -0.20
O -6.400 0.925 0.018  -0.17
C -5.825 2.151 0.592  -0.14
N -4.343 2.337 0.360  -0.05
C -3.595 2.018 1.472  0.14
C -2.049 2.295 1.002  -0.24
C -0.914 2.423 2.178  -0.15
C 0.342 1.430 1.713  -0.20
C 0.075 -0.147 2.190  -0.20
C 1.361 -1.004 1.612  -0.28
N 1.069 -2.464 1.341  -0.06
C -2.130 3.409 -0.199  -0.08
C -3.569 2.856 -0.849  -0.10
H -6.135 -0.943 4.391  0.10
H -5.797 0.837 3.848  0.07
H -4.595 -0.489 3.251  0.07
H -7.635 0.259 2.288  0.12
H -7.111 -1.619 2.269  0.13
H -4.807 -0.409 0.818  0.13
H -6.346 -1.208 0.080  0.15
H -6.084 2.313 1.742  0.16
H -6.363 3.059 0.034  0.18
H -3.890 1.627 2.535  0.16
H -1.789 1.302 0.420  0.15
H -1.380 1.907 3.147  0.12
H -0.573 3.515 2.423  0.13
H 1.334 1.880 2.170  0.12
H 0.386 1.399 0.540  0.11
H -0.940 -0.582 1.785  0.10
H 0.065 -0.245 3.373  0.12
H 1.794 -0.534 0.622  0.12
H 2.195 -0.965 2.439  0.13
H 0.441 -2.608 0.520  0.08
H 0.738 -2.973 2.195  0.08
H -1.346 3.200 -1.043  0.14
H -2.389 4.536 0.067  0.14
H -4.072 3.802 -1.374  0.16
H -3.327 2.129 -1.733  0.14
F 8.159 -3.254 -1.194  0.06
C 6.882 -3.138 -0.806  -0.29
C 6.256 -1.898 -0.874  -0.02
C 4.925 -1.778 -0.475  -0.09
C 4.237 -2.898 -0.002  -0.10
C 4.876 -4.137 0.068  -0.07
C 6.203 -4.259 -0.342  -0.02
H 6.809 -1.038 -1.236  0.11
H 4.424 -0.815 -0.532  0.09
H 3.200 -2.803 0.313  0.06
H 4.339 -5.007 0.440  0.11
H 6.712 -5.217 -0.303  0.11
F -2.465 1.135 -5.881  0.07
C -3.711 1.495 -5.543  -0.29
C -4.274 0.994 -4.374  -0.04
C -5.569 1.373 -4.019  -0.10
C -6.290 2.240 -4.843  -0.09
C -5.718 2.733 -6.016  -0.07
C -4.419 2.363 -6.365  -0.01
H -3.702 0.315 -3.751  0.11
H -6.015 0.993 -3.103  0.10
H -7.301 2.532 -4.568  0.10
H -6.283 3.405 -6.658  0.11
H -3.955 2.744 -7.269  0.12
F 2.971 2.865 4.022  0.05
C 2.279 3.562 4.933  -0.30
C 1.425 2.893 5.802  -0.03
C 0.708 3.618 6.754  -0.08
C 0.845 5.007 6.818  -0.09
C 1.701 5.670 5.937  -0.08
C 2.426 4.943 4.993  -0.02
H 1.325 1.815 5.733  0.11
H 0.044 3.104 7.444  0.11
H 0.282 5.573 7.558  0.10
H 1.803 6.751 5.986  0.11
H 3.103 5.442 4.307  0.12
F 6.186 -6.766 -2.409  0.06
C 6.665 -6.373 -3.597  -0.29
C 5.980 -6.713 -4.758  -0.02
C 6.476 -6.300 -5.994  -0.08
C 7.659 -5.559 -6.056  -0.10
C 8.342 -5.227 -4.885  -0.08
C 7.840 -5.631 -3.649  -0.02
H 5.067 -7.296 -4.691  0.11
H 5.944 -6.554 -6.907  0.10
H 8.048 -5.240 -7.021  0.10
H 9.265 -4.654 -4.936  0.11
H 8.353 -5.374 -2.728  0.11

Output
HOMO energy	-10.149	eV
energy relative to the best compared isomer or geometry (same formula, charge and spin)	161.2	kcal/mol
total charge	+1
DFT total energy	-53946.416	eV